Entry 1:
21
Properties=species:S:1:pos:R:3 method="wB97M-V/def2-TZVPD" total_energy_ev=-10979.0953 e_homo_ev=-8.0127 orbital_gap_ev=8.5 total_charge=0 smiles="C=CCNC=C.O.O" fmax_ha_per_bohr=0.0246 e_above_lowest_kcal_mol=64.2
C 1.119 -3.278 0.864
C 0.924 -1.992 0.639
C 1.918 -1.211 -0.170
N 1.398 -0.327 -1.206
C 0.724 -0.914 -2.290
C -0.173 -0.282 -3.027
H 0.479 -3.898 1.486
H 1.999 -3.846 0.586
H 0.030 -1.515 1.023
H 2.476 -0.545 0.501
H 2.621 -1.878 -0.669
H 1.017 0.539 -0.890
H 1.028 -1.952 -2.385
H -0.337 0.757 -2.744
H -0.700 -0.592 -3.912
O -1.858 6.513 0.837
H -2.348 5.814 1.292
H -2.347 6.679 0.016
O -2.284 0.572 3.366
H -2.727 1.338 3.748
H -2.960 0.019 2.935



Entry 2:
18
Properties=species:S:1:pos:R:3 method="wB97M-V/def2-TZVPD" total_energy_ev=-9343.3887 e_homo_ev=-9.6437 orbital_gap_ev=10.3 total_charge=0 smiles=CNCN.O.O fmax_ha_per_bohr=0.0398 e_above_lowest_kcal_mol=18.8
C 0.615 -1.614 0.789
N 1.052 -0.605 -0.214
C -0.057 0.128 -0.853
N -0.995 0.755 0.078
H 1.420 -2.098 1.341
H -0.064 -2.358 0.279
H -0.027 -1.077 1.490
H 1.507 -1.130 -0.958
H 0.420 0.854 -1.512
H -0.704 -0.475 -1.504
H -0.673 1.698 0.318
H -1.217 0.258 0.924
O -3.314 1.098 -1.637
H -2.466 0.975 -1.140
H -4.044 0.920 -1.038
O 2.943 0.979 1.560
H 3.390 1.294 0.769
H 2.214 0.398 1.309



Entry 3:
120
Properties=species:S:1:pos:R:3 method="wB97M-V/def2-TZVPD" total_energy_ev=-52880.5615 e_homo_ev=-9.2719 orbital_gap_ev=9.6 total_charge=0 smiles=CC(C)O.CC(C)O.CC(C)O.CC(C)O.CC(C)O.CC(C)O.CC(C)O.CC(C)O.CC(C)O.CC(C)O fmax_ha_per_bohr=0.0526 e_above_lowest_kcal_mol=61.4
C -5.043 -2.059 -1.149
C -5.095 -3.537 -0.752
C -4.623 -3.865 0.650
O -6.389 -4.063 -0.856
H -5.424 -1.367 -0.398
H -5.607 -1.801 -2.045
H -3.989 -1.832 -1.310
H -4.481 -4.034 -1.505
H -5.060 -3.332 1.493
H -3.588 -3.520 0.626
H -4.671 -4.953 0.712
H -6.372 -4.882 -0.355
C -2.999 -1.080 3.870
C -1.549 -1.325 4.209
C -0.842 -0.087 4.626
O -1.526 -2.355 5.154
H -2.988 -0.533 2.926
H -3.557 -0.588 4.666
H -3.465 -2.012 3.548
H -0.991 -1.764 3.380
H 0.241 -0.220 4.631
H -1.044 0.129 5.676
H -1.037 0.799 4.021
H -0.664 -2.774 5.225
C 0.179 -0.957 -7.919
C 0.362 -0.110 -6.696
C 0.657 -0.994 -5.468
O 1.476 0.755 -6.812
H 0.182 -0.370 -8.838
H -0.744 -1.536 -7.873
H 1.002 -1.671 -7.940
H -0.511 0.531 -6.564
H 1.570 -1.572 -5.615
H -0.132 -1.735 -5.340
H 0.806 -0.427 -4.549
H 1.464 1.296 -7.605
C 2.080 -2.574 3.776
C 1.728 -3.971 4.398
C 3.007 -4.739 4.770
O 1.100 -3.783 5.631
H 1.239 -2.284 3.145
H 2.939 -2.676 3.112
H 2.224 -1.771 4.498
H 1.042 -4.585 3.815
H 2.801 -5.702 5.236
H 3.661 -4.127 5.390
H 3.545 -4.980 3.852
H 1.733 -3.391 6.238
C 5.562 -2.214 -1.055
C 5.138 -3.138 0.093
C 3.644 -3.187 0.396
O 5.496 -4.471 -0.129
H 5.379 -1.195 -0.713
H 4.955 -2.378 -1.947
H 6.621 -2.328 -1.285
H 5.660 -2.961 1.033
H 3.091 -3.292 -0.537
H 3.390 -2.237 0.869
H 3.438 -3.950 1.146
H 5.222 -4.736 -1.011
C 3.583 0.621 3.032
C 3.039 1.214 4.367
C 4.017 2.049 5.124
O 1.944 2.052 4.013
H 2.856 0.022 2.484
H 4.593 0.210 3.006
H 3.731 1.515 2.424
H 2.648 0.451 5.042
H 4.326 2.973 4.636
H 4.903 1.427 5.260
H 3.687 2.339 6.122
H 1.476 2.278 4.821
C -5.223 2.979 -1.456
C -3.788 2.610 -1.139
C -2.859 3.812 -1.057
O -3.808 1.786 -0.011
H -5.586 3.592 -0.630
H -5.782 2.056 -1.612
H -5.309 3.586 -2.357
H -3.543 1.886 -1.919
H -2.857 4.470 -1.926
H -1.838 3.435 -0.985
H -3.020 4.440 -0.181
H -2.912 1.521 0.217
C -1.322 3.751 -6.350
C -2.104 2.898 -5.261
C -1.154 2.716 -4.108
O -3.134 3.704 -4.806
H -1.017 4.755 -6.054
H -1.892 3.921 -7.264
H -0.407 3.210 -6.591
H -2.587 2.006 -5.660
H -0.388 1.981 -4.359
H -1.618 2.337 -3.197
H -0.758 3.700 -3.857
H -2.792 4.596 -4.713
C 1.580 4.903 1.920
C 0.995 3.848 0.956
C 2.059 3.391 -0.059
O 0.532 2.792 1.794
H 2.380 4.527 2.557
H 0.769 5.282 2.542
H 2.065 5.775 1.481
H 0.158 4.269 0.399
H 2.339 4.164 -0.775
H 1.718 2.537 -0.645
H 3.022 3.138 0.386
H 1.275 2.590 2.372
C 0.697 -0.549 0.222
C -0.387 0.276 -0.445
C -1.342 -0.480 -1.363
O -1.153 0.878 0.554
H 1.426 0.139 0.652
H 1.326 -1.185 -0.401
H 0.241 -1.180 0.985
H 0.108 1.022 -1.070
H -0.836 -1.057 -2.137
H -1.930 0.327 -1.799
H -1.893 -1.189 -0.745
H -0.492 1.396 1.024



Entry 4:
8
Properties=species:S:1:pos:R:3 method="wB97M-V/def2-TZVPD" total_energy_ev=-9072.1584 e_homo_ev=-8.8570 orbital_gap_ev=8.2 total_charge=0 fmax_ha_per_bohr=0.0360 e_above_lowest_kcal_mol=95.5
N 1.542 0.086 -0.188
C 0.268 -0.001 -0.385
N -0.759 -0.118 -1.254
O -1.883 -0.142 -0.411
N -1.588 -0.046 0.862
N -0.323 0.041 0.876
H 2.185 0.058 -0.952
H 0.559 0.123 1.451



Entry 5:
77
Properties=species:S:1:pos:R:3 method="wB97M-V/def2-TZVPD" total_energy_ev=-117150.3379 e_homo_ev=-6.8454 orbital_gap_ev=4.2 total_charge=0 fmax_ha_per_bohr=0.0962 e_above_lowest_kcal_mol=49.2
Co -0.956 0.587 0.706
O -2.859 1.661 -3.050
C -1.857 1.250 -3.845
C -2.036 1.346 -5.226
C -1.067 0.893 -6.094
C 0.116 0.354 -5.605
C 0.334 0.311 -4.244
C -0.637 0.753 -3.345
C -0.401 0.692 -1.901
O -1.420 0.641 -1.104
N 0.809 0.729 -1.402
N 0.782 0.681 -0.060
C 1.897 0.638 0.600
C 1.998 0.551 2.020
C 3.258 0.394 2.618
C 3.400 0.283 3.980
C 2.266 0.312 4.794
C 1.019 0.480 4.245
C 0.837 0.623 2.851
O -0.347 0.851 2.384
H -2.638 1.434 -2.124
H -2.967 1.759 -5.583
H -1.237 0.953 -7.158
H 0.850 -0.038 -6.293
H 1.252 -0.094 -3.852
H 2.820 0.641 0.027
H 4.124 0.336 1.976
H 4.382 0.169 4.415
H 2.375 0.193 5.863
H 0.134 0.489 4.864
C -5.294 -2.732 -0.586
C -5.843 -1.719 0.188
C -5.041 -0.745 0.738
C -3.649 -0.752 0.517
C -3.107 -1.786 -0.266
C -3.923 -2.764 -0.797
N -2.877 0.286 0.971
N -3.511 1.303 1.490
C -2.981 2.517 1.438
C -3.791 3.632 1.762
C -3.299 4.891 1.551
C -1.979 5.045 1.111
C -1.229 3.909 0.868
N -1.711 2.686 0.985
H -5.931 -3.483 -1.028
H -6.909 -1.686 0.358
H -5.461 0.056 1.325
H -2.051 -1.789 -0.487
H -3.485 -3.550 -1.395
H -4.793 3.448 2.114
H -3.924 5.758 1.710
H -1.555 6.022 0.949
H -0.195 3.978 0.554
N 6.591 0.436 -0.717
C 5.553 -0.456 -0.735
C 4.558 -0.375 -1.720
C 3.480 -1.235 -1.700
C 3.378 -2.189 -0.703
C 4.334 -2.273 0.293
C 5.418 -1.419 0.272
S 1.978 -3.284 -0.719
O 2.188 -4.327 0.262
O 1.679 -3.677 -2.063
N 0.799 -2.261 -0.214
C 0.291 -2.375 0.957
S 0.710 -3.677 2.132
C -0.445 -2.998 3.208
C -1.044 -1.895 2.673
N -0.632 -1.556 1.439
H 6.776 0.968 -1.549
H 7.373 0.257 -0.111
H 4.646 0.376 -2.490
H 2.709 -1.191 -2.451
H 4.226 -3.019 1.064
H 6.177 -1.495 1.037
H -0.637 -3.442 4.163
H -1.797 -1.290 3.146



Entry 6:
19
Properties=species:S:1:pos:R:3 method="wB97M-V/def2-TZVPD" total_energy_ev=-15198.9573 e_homo_ev=-8.8783 orbital_gap_ev=9.2 total_charge=0 fmax_ha_per_bohr=0.0575 e_above_lowest_kcal_mol=49.6
H 0.097 -1.612 1.031
N 0.997 -1.497 0.576
Si 1.203 0.016 -0.017
N 0.102 1.230 -0.432
C 3.101 0.234 -0.356
C 3.874 0.427 0.961
H 0.043 1.648 -1.410
H -0.438 1.738 0.212
H 3.531 -0.609 -0.841
H 3.189 1.048 -1.023
H 5.013 0.494 0.723
H 3.551 1.253 1.531
H 3.619 -0.449 1.490
C -3.340 -1.532 -0.325
C -3.262 -2.579 -1.115
H -3.650 -0.622 -0.848
H -2.998 -1.669 0.687
H -3.585 -2.621 -2.135
H -2.832 -3.478 -0.832



Entry 7:
43
Properties=species:S:1:pos:R:3 method="wB97M-V/def2-TZVPD" total_energy_ev=-152815.9761 e_homo_ev="-13.3549 / -14.5292" orbital_gap_ev="7.6 / 8.8" total_charge=+2 fmax_ha_per_bohr=0.0071 e_above_lowest_kcal_mol=0.0 multiplicity=4
V -0.390 0.102 0.406
C -1.616 3.251 -0.098
C -0.121 3.504 0.064
S 0.755 2.052 -0.578
C 2.388 2.063 0.204
C 2.978 0.667 0.032
S 1.992 -0.723 0.680
C 2.288 -0.638 2.475
C 1.535 0.438 3.249
S -0.236 0.334 2.858
C -0.856 2.003 3.199
C -2.193 2.197 2.492
S -2.265 1.759 0.723
H -1.864 3.100 -1.150
H -2.195 4.102 0.258
H 0.153 3.693 1.099
H 0.157 4.378 -0.525
H 2.305 2.354 1.249
H 3.028 2.784 -0.304
H 3.966 0.606 0.488
H 3.094 0.437 -1.029
H 3.361 -0.531 2.633
H 2.013 -1.628 2.843
H 1.889 1.438 3.009
H 1.670 0.277 4.318
H -0.110 2.723 2.871
H -0.997 2.121 4.273
H -2.522 3.232 2.588
H -2.957 1.577 2.962
N -3.883 -4.148 -0.154
C -3.362 -2.882 -0.805
C -3.006 -1.786 0.192
N -1.639 -1.855 0.738
H -4.075 -4.864 -0.860
H -4.754 -3.973 0.351
H -3.210 -4.546 0.505
H -4.143 -2.545 -1.484
H -2.496 -3.162 -1.403
H -3.719 -1.740 1.019
H -3.104 -0.857 -0.367
H -1.026 -2.298 0.054
H -1.582 -2.361 1.615
Br -0.745 -0.691 -1.958



Entry 8:
13
Properties=species:S:1:pos:R:3 method="wB97M-V/def2-TZVPD" total_energy_ev=-19282.5305 e_homo_ev=-1.9887 orbital_gap_ev=6.1 total_charge=-1 fmax_ha_per_bohr=0.0773 e_above_lowest_kcal_mol=121.1
C -0.942 -0.375 -0.747
C 1.448 0.009 -0.107
C -0.109 -0.006 0.425
N -0.369 -0.869 1.512
O -1.404 0.761 -1.454
Cl 0.620 -0.337 2.868
H -0.500 -0.932 -1.516
H -1.816 -0.756 -0.415
H -1.687 1.420 -0.692
H 1.976 0.755 0.524
H 1.405 0.366 -1.151
H 1.786 -1.082 0.129
H -0.411 1.047 0.625



Entry 9:
96
Properties=species:S:1:pos:R:3 method="wB97M-V/def2-TZVPD" total_energy_ev=-156672.9599 e_homo_ev="-7.4595 / -7.4705" orbital_gap_ev="7.7 / 7.7" total_charge=0 fmax_ha_per_bohr=0.0095 e_above_lowest_kcal_mol=0.0 multiplicity=2
Ti -1.147 0.846 0.416
O 1.559 1.592 3.398
C 0.490 1.551 2.850
O 0.326 1.170 1.590
C -0.824 1.914 3.520
P -2.035 0.681 2.915
C -3.587 1.080 3.760
C -4.581 0.107 3.835
C -5.807 0.408 4.405
C -6.051 1.681 4.902
C -5.065 2.653 4.829
C -3.836 2.356 4.258
C -1.504 -0.881 3.670
C -1.336 -1.002 5.051
C -0.945 -2.208 5.602
C -0.733 -3.311 4.779
C -0.903 -3.200 3.410
C -1.283 -1.984 2.854
H -1.130 2.891 3.127
H -0.713 1.967 4.603
H -4.398 -0.889 3.449
H -6.574 -0.353 4.459
H -7.010 1.912 5.347
H -5.249 3.646 5.216
H -3.082 3.129 4.190
H -1.517 -0.149 5.696
H -0.811 -2.296 6.672
H -0.433 -4.255 5.213
H -0.735 -4.051 2.764
H -1.407 -1.908 1.777
C -4.390 2.628 0.882
C -3.089 3.342 0.695
C -2.867 4.683 0.860
C -1.546 4.955 0.406
C -1.019 3.768 -0.019
C 0.313 3.527 -0.655
N -1.944 2.743 0.169
H -5.025 3.195 1.563
H -4.277 1.623 1.281
H -4.933 2.529 -0.064
H -3.591 5.389 1.235
H -1.042 5.908 0.380
H 0.948 4.401 -0.519
H 0.226 3.343 -1.730
H 0.846 2.679 -0.216
N -4.123 -0.869 -2.562
C -3.637 -0.025 -1.640
N -3.460 1.252 -1.985
S -3.341 -0.576 -0.062
H -4.077 -0.613 -3.535
H -4.006 -1.849 -2.362
H -3.661 1.575 -2.916
H -3.212 1.938 -1.275
O -1.104 -1.249 -2.849
C -0.416 -0.364 -2.385
O -0.457 -0.012 -1.120
C 0.529 0.462 -3.234
C 1.912 0.688 -2.629
Ge 3.018 -0.939 -2.533
C 4.889 -0.403 -2.399
C 5.207 0.844 -1.862
C 6.528 1.237 -1.694
C 7.556 0.382 -2.064
C 7.257 -0.864 -2.596
C 5.934 -1.252 -2.758
C 2.552 -1.948 -0.925
C 2.588 -3.340 -0.876
C 2.379 -4.015 0.320
C 2.135 -3.304 1.485
C 2.086 -1.917 1.453
C 2.296 -1.250 0.255
C 2.728 -2.023 -4.131
C 3.549 -1.910 -5.253
C 3.291 -2.641 -6.405
C 2.198 -3.494 -6.455
C 1.362 -3.607 -5.353
C 1.625 -2.876 -4.203
H 0.027 1.425 -3.395
H 0.593 -0.026 -4.208
H 1.824 1.114 -1.627
H 2.453 1.419 -3.233
H 4.418 1.526 -1.565
H 6.753 2.208 -1.271
H 8.587 0.686 -1.935
H 8.055 -1.538 -2.882
H 5.722 -2.234 -3.166
H 2.793 -3.911 -1.774
H 2.420 -5.097 0.341
H 1.989 -3.829 2.420
H 1.898 -1.347 2.355
H 2.260 -0.167 0.261
H 4.405 -1.246 -5.234
H 3.943 -2.543 -7.263
H 1.997 -4.065 -7.352
H 0.500 -4.261 -5.388
H 0.949 -2.965 -3.361



Entry 10:
14
Properties=species:S:1:pos:R:3 method="wB97M-V/def2-TZVPD" total_energy_ev=-7350.5123 e_homo_ev=-1.8909 orbital_gap_ev=5.2 total_charge=-1 fmax_ha_per_bohr=0.0493 e_above_lowest_kcal_mol=37.3
C 1.877 -2.299 0.046
O 2.131 -2.077 -1.258
H 2.687 -1.962 0.757
H 0.919 -1.867 0.405
H 1.746 -3.384 0.348
C -0.728 1.517 0.584
O -1.489 2.744 0.533
C -0.981 0.628 -0.646
H 0.277 1.915 0.500
H -0.983 0.932 1.461
H -2.305 2.692 0.011
H -0.750 1.083 -1.602
H -0.369 -0.260 -0.480
H -2.034 0.337 -0.658